# C22H44Br6O4

A molecular structure, C22H44Br6O4 (wB97M-V/def2-TZVPD, the OMol25 dataset).

Last column: Mulliken charge in e.
Positions of all 76 atoms, in Å:
C1 3.44293 -0.62199 -2.15216  -0.43
C2 4.44657 -0.60242 -1.07055  -0.73
C3 3.67031 -1.20960 0.13584  -0.46
O1 2.42804 -1.81152 -0.41018  -0.02
C4 2.49765 -1.78356 -1.83064  -0.33
H1 3.86129 -0.57824 -3.15772  0.58
H2 2.81821 0.26777 -2.07376  -0.38
H3 4.82865 0.39593 -0.85742  0.12
H4 5.30424 -1.19331 -1.39206  0.30
H5 3.36262 -0.35652 0.74056  0.07
H6 4.26228 -1.93069 0.69947  0.66
H7 1.46744 -1.54100 -2.09127  -0.17
H8 2.92843 -2.66061 -2.31365  0.37
C5 -3.06842 -0.27951 1.27129  1.57
C6 -4.56401 -0.11601 1.59032  -0.77
C7 -4.89249 1.11507 0.68713  -0.59
O2 -3.75081 1.93411 1.01027  -0.49
C8 -2.54924 1.16374 1.17851  -0.43
H9 -2.86776 -0.84920 0.36394  -0.42
H10 -2.58909 -0.73695 2.13679  -0.76
H11 -4.69192 0.03931 2.66159  0.32
H12 -5.13290 -0.98964 1.27215  0.36
H13 -5.82211 1.55041 1.05372  0.38
H14 -4.87871 0.98687 -0.39522  0.29
H15 -2.10638 1.42057 2.14080  0.40
H16 -1.83552 1.26648 0.36111  0.37
C9 -2.02165 -2.23349 -2.85626  -0.94
C10 -0.65969 -1.58161 -3.27707  -0.28
C11 -0.23765 -0.91349 -1.97483  -0.04
O3 -1.41875 -0.62667 -1.26208  -0.24
C12 -2.37306 -1.68620 -1.47246  -0.72
H17 -1.97353 -3.31905 -2.94199  0.31
H18 -2.74866 -1.82826 -3.56006  0.33
H19 -0.93133 -0.92118 -4.10056  0.38
H20 0.01013 -2.36927 -3.62208  0.26
H21 0.26702 0.03616 -2.15248  0.07
H22 0.48342 -1.49044 -1.39579  1.46
H23 -3.34892 -1.20162 -1.50378  0.38
H24 -2.32954 -2.44455 -0.69072  0.25
C13 -1.90526 3.91957 -1.37099  -0.66
C14 -0.44710 4.29378 -1.15920  -0.55
C15 -0.05868 3.10354 -0.26365  0.73
O4 -1.20953 2.90312 0.55022  -0.45
C16 -2.37560 3.65549 0.08623  -0.39
H25 -2.02487 2.97039 -1.89335  0.14
H26 -2.55385 4.63125 -1.88182  0.46
H27 -0.48824 5.24687 -0.63191  0.32
H28 0.08938 4.34620 -2.10659  0.36
H29 0.77607 3.34788 0.39329  0.13
H30 0.10236 2.18432 -0.82686  -0.15
H31 -2.50709 4.61538 0.58565  0.33
H32 -3.30384 3.08620 0.13518  0.17
Br1 1.82754 1.26068 -1.02080  -0.02
C17 0.65807 0.91365 0.51565  -1.55
C18 0.46318 -0.60498 0.74976  -0.55
Br2 -1.03695 -0.89997 2.03797  0.19
H33 -0.28891 1.41335 0.31166  0.47
H34 1.09068 1.35200 1.41498  0.92
H35 1.36104 -1.13736 1.06365  0.47
H36 0.17916 -1.06385 -0.19727  -2.43
Br3 -0.05995 -2.73680 0.28242  0.25
C19 0.78099 -4.06518 1.47354  -0.84
C20 1.25494 -3.37419 2.74634  -0.60
Br4 2.87299 -2.27021 2.27612  0.03
H37 1.65961 -4.42159 0.93587  0.34
H38 0.16316 -4.95395 1.60191  0.51
H39 1.61560 -4.17211 3.39545  0.50
H40 0.50121 -2.76295 3.24270  0.27
Br5 4.87906 1.58613 1.29605  -0.13
C21 3.01355 1.55427 2.01950  0.73
C22 2.87399 0.25076 2.75677  0.15
Br6 1.02801 -0.03645 3.42788  -0.09
H41 2.40108 1.56184 1.11788  -0.40
H42 2.88463 2.44363 2.63636  0.56
H43 3.58671 0.07961 3.56352  0.58
H44 2.90997 -0.52014 1.98702  -0.86

Output
- energy (eV) = -451948.9771
- HOMO energy (eV) = -7.024
- energy above the lowest of the compared OMol25 structures with the same formula, charge and spin (kJ/mol) = 2085.0

=====

# C4H11N2O3SSi

2 unconnected molecules or ions with the total composition C4H11N2O3SSi (wB97M-V/def2-TZVPD, the OMol25 dataset).

Last column: Mulliken charge in e.
Positions of all 22 atoms, in Å:
C1 -1.26563 -0.29779 -0.55508  0.41
C2 -0.54474 1.66037 0.29386  -0.29
C3 -2.06967 -0.24543 0.71453  -0.61
C4 -1.36585 0.89684 1.38547  -0.33
N1 -0.68229 0.82507 -0.84373  0.04
N2 -1.31314 -1.27277 -1.49499  -0.36
O1 3.66559 -0.73572 -0.00297  -0.49
O2 1.13384 -1.05479 0.73275  -0.50
O3 1.64136 0.16404 -1.32675  -0.43
Si1 2.25176 -0.00863 0.17688  0.60
S1 0.10750 3.12073 0.18109  -0.13
H1 -2.36394 -1.19514 1.32073  0.35
H2 -3.16740 0.03311 0.52434  0.37
H3 -0.66560 0.63318 2.23843  0.24
H4 -1.98703 1.71636 1.89799  0.40
H5 1.92076 1.20952 0.88405  -0.12
H6 -0.04071 1.02504 -1.66549  0.40
H7 -2.10426 -1.86885 -1.58090  0.24
H8 -0.42210 -1.35840 -2.00375  0.24
H9 3.79749 -1.30203 0.72019  0.32
H10 1.19782 -1.98853 0.46688  0.33
H11 2.27621 0.04381 -2.06353  0.33

Output
- energy (eV) = -32158.5498
- HOMO energy (eV) = -12.729
- charge = +1

=====

# C4H6N2O

A single C4H6N2O molecule (wB97M-V/def2-TZVPD, the OMol25 dataset).

Last column: Mulliken charge in e.
Positions of all 13 atoms, in Å:
O1 2.18409 -0.49924 -0.13472  -0.58
C1 1.03394 -0.06930 -0.02262  0.46
N1 0.50107 1.08773 0.42234  -0.26
C2 -0.84287 1.31757 -0.13902  -0.47
C3 -1.36019 -0.15153 -0.53351  0.01
C4 -1.23037 -1.04025 0.66998  -0.39
N2 -0.06525 -0.94766 -0.38865  -0.42
H1 1.25188 1.85814 0.53189  0.30
H2 -1.74261 1.82263 0.52978  0.25
H3 -0.76934 1.90133 -1.07634  0.32
H4 -2.16657 -0.47696 -1.31694  0.30
H5 -0.91212 -0.47245 1.66273  0.21
H6 -1.78771 -1.95811 0.66181  0.27

Output
- SMILES = O=C1NC[C@@H]2CN12
- energy (eV) = -9270.7699
- HOMO energy (eV) = -9.686
- energy above the lowest of the compared OMol25 structures with the same formula, charge and spin (kJ/mol) = 263.6

=====

Kohn-Sham gap for the records above, in order: 7.437; 8.401; 10.490 eV
Max |F| for the records above, in order: 11.09; 4.29; 3.62 eV/Å
LUMO energy for the records above, in order: 0.41; -4.33; 0.80 eV